Entry 1:
{
  "formula": "C18H30BBrFeN",
  "method": "ωB97M-V/def2-TZVPD",
  "elements": ["C", "C", "N", "C", "C", "C", "C", "B", "Br", "H", "H", "H", "H", "H", "H", "H", "H", "H", "H", "H", "H", "H", "H", "H", "H", "H", "C", "C", "C", "C", "C", "C", "C", "Fe", "C", "C", "C", "C", "C", "H", "H", "H", "H", "H", "H", "H", "H", "H", "H", "H", "H", "H"],
  "coordinates": [[-4.122, -1.617, 0.532], [-3.050, -1.728, 1.593], [-2.773, -3.172, 1.950], [-4.046, -3.775, 2.536], [-4.514, -3.028, 3.768], [-2.347, -4.017, 0.750], [-2.026, -5.401, 1.271], [-1.694, -3.165, 3.015], [0.010, -2.443, 2.519], [-1.799, -1.590, 6.500], [-4.215, -0.558, 0.265], [-3.860, -2.141, -0.390], [-5.098, -1.960, 0.892], [-2.107, -1.253, 1.307], [-3.366, -1.277, 2.533], [-4.770, -3.778, 1.709], [-3.803, -4.803, 2.806], [-5.494, -3.461, 4.014], [-3.885, -3.153, 4.667], [-4.667, -1.954, 3.603], [-3.147, -4.007, 0.010], [-1.470, -3.561, 0.277], [-1.578, -6.045, 0.496], [-1.340, -5.351, 2.119], [-2.944, -5.905, 1.599], [-2.045, -3.584, 4.061], [-3.582, -0.537, 5.944], [-2.385, -0.761, 6.891], [-1.418, 0.364, 7.043], [-0.703, 0.673, 8.277], [0.386, 1.551, 7.993], [0.360, 1.832, 6.558], [-0.779, 1.146, 5.975], [0.440, -0.139, 6.837], [0.423, -1.986, 6.065], [0.707, -2.007, 7.486], [1.871, -1.180, 7.731], [2.292, -0.615, 6.462], [1.398, -1.116, 5.431], [-4.375, -1.225, 6.249], [-3.994, 0.472, 6.028], [-3.356, -0.664, 4.860], [-2.611, -1.183, 7.888], [-1.010, 0.262, 9.230], [1.070, 1.977, 8.736], [0.981, 2.544, 6.043], [-1.129, 1.189, 4.938], [-0.279, -2.622, 5.540], [0.198, -2.643, 8.209], [2.378, -1.069, 8.689], [3.181, -0.010, 6.289], [1.519, -1.014, 4.370]],
  "e_tot_ha": -4620.9545,
  "orbital_gap_ev": [5.54, 8.88],
  "spin_multiplicity": 6,
  "e_lumo_ev": [0.590, 0.444]
}

Entry 2:
{
  "formula": "C2H5O2",
  "method": "ωB97M-V/def2-TZVPD",
  "elements": ["C", "C", "O", "O", "H", "H", "H", "H", "H"],
  "coordinates": [[1.449, 0.443, -0.036], [-0.854, -0.571, -0.152], [-1.251, 0.611, 0.043], [1.038, -0.664, 0.167], [2.468, 0.553, 0.152], [0.839, 1.207, -0.334], [-1.147, -1.496, 0.506], [-0.854, -0.984, -1.240], [-1.688, 0.902, 0.893]],
  "de_lowest_ev": 0.8112,
  "e_tot_ha": -229.3152,
  "orbital_gap_ev": 12.13,
  "charge": 1,
  "spin_multiplicity": 1,
  "e_lumo_ev": -5.102
}

Entry 3:
{
  "formula": "C25H28F2NO2",
  "method": "ωB97M-V/def2-TZVPD",
  "elements": ["C", "O", "C", "O", "C", "C", "C", "C", "N", "C", "C", "C", "C", "C", "C", "H", "H", "H", "H", "H", "H", "H", "H", "H", "H", "H", "H", "H", "H", "H", "H", "H", "H", "H", "F", "C", "C", "C", "C", "C", "C", "C", "C", "C", "F", "C", "C", "C", "C", "H", "H", "H", "H", "H", "H", "H", "H", "H"],
  "coordinates": [[-3.001, 1.964, 0.809], [-2.650, 1.825, -0.579], [-1.540, 2.526, -0.899], [-1.008, 3.301, -0.123], [-1.010, 2.182, -2.297], [-1.752, 2.815, -3.498], [-0.989, 4.105, -3.794], [0.449, 3.754, -3.383], [0.319, 2.693, -2.410], [1.350, 2.097, -1.765], [1.208, 1.058, -0.842], [2.390, 0.432, -0.213], [3.609, 1.379, -0.185], [3.834, 1.901, -1.604], [2.659, 2.738, -2.085], [-3.846, 1.296, 0.944], [-2.175, 1.660, 1.471], [-3.278, 2.995, 1.035], [-1.059, 1.085, -2.357], [-1.586, 2.106, -4.325], [-2.822, 2.937, -3.341], [-1.065, 4.430, -4.838], [-1.350, 4.921, -3.155], [1.002, 3.442, -4.276], [0.955, 4.651, -3.013], [0.221, 0.699, -0.515], [2.099, 0.139, 0.784], [2.692, -0.505, -0.695], [3.368, 2.215, 0.477], [4.496, 0.888, 0.223], [4.752, 2.485, -1.706], [3.929, 1.039, -2.277], [2.811, 2.928, -3.152], [2.674, 3.742, -1.640], [-2.760, -1.148, 6.241], [-2.106, -1.312, 5.046], [-2.685, -0.803, 3.877], [-2.030, -1.031, 2.654], [-0.849, -1.822, 2.563], [-0.177, -2.184, 1.339], [0.092, -3.556, 1.045], [0.754, -3.980, -0.161], [0.806, -5.319, -0.552], [0.264, -6.294, 0.301], [0.400, -7.618, -0.035], [-0.336, -5.971, 1.507], [-0.399, -4.633, 1.874], [-0.371, -2.356, 3.805], [-0.925, -2.056, 5.038], [-3.629, -0.248, 3.951], [-2.500, -0.640, 1.741], [-0.027, -1.431, 0.572], [1.193, -3.221, -0.820], [1.276, -5.633, -1.485], [-0.743, -6.743, 2.161], [-0.904, -4.433, 2.813], [0.454, -3.062, 3.786], [-0.485, -2.427, 5.963]],
  "de_lowest_ev": 0.1628,
  "e_tot_ha": -1374.0988,
  "orbital_gap_ev": 3.27,
  "charge": 1,
  "spin_multiplicity": 1,
  "e_lumo_ev": -6.147
}

Entry 4:
{
  "formula": "C20H36NOOsP2",
  "method": "ωB97M-V/def2-TZVPD",
  "elements": ["P", "P", "C", "C", "H", "H", "H", "H", "C", "H", "H", "H", "C", "H", "H", "H", "C", "H", "H", "H", "C", "H", "H", "H", "Os", "C", "C", "C", "C", "C", "C", "C", "C", "C", "H", "H", "H", "H", "H", "H", "H", "H", "H", "H", "H", "H", "H", "H", "H", "O", "N", "C", "C", "C", "C", "C", "H", "H", "H", "H", "H"],
  "coordinates": [[0.459, -1.713, -4.602], [-0.162, 1.594, -5.571], [-0.326, -1.182, -6.108], [0.236, 0.159, -6.652], [-1.415, -1.165, -5.923], [-0.069, -2.006, -6.797], [1.344, 0.144, -6.783], [-0.260, 0.380, -7.611], [-1.744, 2.413, -5.965], [-2.039, 3.057, -5.125], [-2.541, 1.682, -6.152], [-1.591, 3.047, -6.854], [1.007, 2.917, -6.052], [0.600, 3.453, -6.920], [2.005, 2.515, -6.277], [1.096, 3.623, -5.213], [-0.737, -3.299, -4.148], [-0.557, -3.942, -3.173], [-0.345, -3.984, -4.899], [-1.805, -3.093, -4.273], [1.956, -2.537, -5.126], [2.633, -1.723, -5.369], [1.661, -3.092, -6.012], [2.379, -3.191, -4.356], [0.445, -2.523, -2.677], [1.133, 2.003, -1.189], [-0.127, 2.441, -1.397], [-1.265, 2.522, -2.413], [-2.184, 1.309, -2.590], [-1.447, 0.264, -3.316], [-0.114, 0.205, -3.495], [1.061, 1.097, -3.453], [1.887, 1.114, -2.150], [0.931, -3.259, -0.790], [1.732, 2.277, -0.317], [-0.261, 3.349, -0.748], [-0.952, 2.970, -3.352], [-1.915, 3.312, -2.014], [-2.372, 0.940, -1.563], [-3.178, 1.558, -3.035], [-1.951, -0.695, -3.239], [1.886, -1.958, -2.349], [0.795, 2.153, -3.688], [1.807, 0.826, -4.234], [2.019, 0.059, -1.838], [2.885, 1.540, -2.385], [0.983, -2.348, -0.157], [1.954, -3.616, -1.049], [0.327, -4.046, -0.350], [-1.004, -0.917, -0.270], [-0.972, -0.345, 0.910], [-2.156, -0.148, 1.578], [-2.169, 0.414, 2.845], [-0.957, 0.822, 3.428], [0.225, 0.708, 2.691], [0.210, 0.090, 1.452], [-3.044, -0.483, 1.044], [-3.133, 0.495, 3.357], [-0.971, 1.263, 4.424], [1.179, 1.066, 3.082], [1.099, -0.022, 0.844]],
  "de_lowest_ev": 1.2697,
  "e_tot_ha": -1685.9406,
  "orbital_gap_ev": [6.44, 5.29],
  "charge": 2,
  "spin_multiplicity": 6,
  "e_lumo_ev": [-6.037, -8.036]
}

Entry 5:
{
  "formula": "C36H30N6O12",
  "method": "ωB97M-V/def2-TZVPD",
  "elements": ["C", "C", "C", "C", "C", "C", "N", "O", "O", "H", "H", "H", "H", "H", "C", "C", "C", "C", "C", "C", "N", "O", "O", "H", "H", "H", "H", "H", "C", "C", "C", "C", "C", "C", "N", "O", "O", "H", "H", "H", "H", "H", "C", "C", "C", "C", "C", "C", "N", "O", "O", "H", "H", "H", "H", "H", "C", "C", "C", "C", "C", "C", "N", "O", "O", "H", "H", "H", "H", "H", "C", "C", "C", "C", "C", "C", "N", "O", "O", "H", "H", "H", "H", "H"],
  "coordinates": [[4.762, -2.982, 3.692], [4.551, -1.870, 2.861], [3.453, -1.054, 3.051], [2.466, -1.473, 3.944], [2.655, -2.595, 4.755], [3.765, -3.407, 4.554], [1.291, -0.601, 4.105], [0.948, 0.144, 3.218], [0.638, -0.781, 5.116], [5.716, -3.480, 3.584], [5.338, -1.552, 2.190], [3.374, -0.152, 2.459], [1.823, -2.983, 5.328], [3.965, -4.283, 5.154], [3.277, 3.935, 0.593], [3.536, 4.978, 1.480], [2.574, 5.409, 2.362], [1.326, 4.759, 2.426], [1.145, 3.638, 1.667], [2.087, 3.237, 0.742], [0.249, 5.439, 3.147], [-0.889, 5.104, 2.923], [0.578, 6.227, 4.014], [4.029, 3.668, -0.137], [4.530, 5.405, 1.508], [2.714, 6.247, 3.030], [0.291, 2.976, 1.756], [1.887, 2.337, 0.175], [-0.818, 1.984, -2.323], [-1.771, 2.488, -3.198], [-1.569, 2.344, -4.551], [-0.400, 1.755, -5.045], [0.657, 1.551, -4.163], [0.417, 1.531, -2.790], [-0.158, 1.706, -6.476], [0.976, 1.679, -6.918], [-1.134, 1.611, -7.226], [-0.957, 2.144, -1.261], [-2.720, 2.930, -2.928], [-2.334, 2.643, -5.257], [1.514, 1.082, -4.635], [1.111, 1.075, -2.103], [-1.082, -3.943, 2.053], [-1.579, -2.627, 2.095], [-0.890, -1.638, 1.434], [0.181, -1.964, 0.623], [0.648, -3.269, 0.532], [-0.044, -4.280, 1.212], [0.757, -0.914, -0.253], [0.566, 0.239, 0.080], [1.256, -1.260, -1.298], [-1.692, -4.747, 2.447], [-2.518, -2.485, 2.608], [-1.285, -0.636, 1.541], [1.435, -3.559, -0.149], [0.259, -5.310, 1.091], [-0.675, -0.693, -6.282], [-1.325, -0.987, -5.092], [-0.765, -1.866, -4.178], [0.491, -2.443, -4.477], [1.200, -2.002, -5.583], [0.585, -1.187, -6.537], [1.090, -3.411, -3.578], [0.344, -3.813, -2.689], [2.212, -3.831, -3.742], [-1.191, -0.022, -6.958], [-2.333, -0.651, -4.895], [-1.326, -2.203, -3.321], [2.144, -2.436, -5.885], [1.056, -1.035, -7.498], [-3.391, 0.461, 4.080], [-4.208, -0.699, 4.094], [-4.999, -0.965, 3.023], [-4.900, -0.210, 1.837], [-4.129, 0.924, 1.820], [-3.384, 1.265, 2.952], [-5.744, -0.566, 0.698], [-6.711, -1.269, 0.884], [-5.524, -0.015, -0.365], [-2.794, 0.743, 4.936], [-4.256, -1.273, 5.009], [-5.653, -1.827, 3.026], [-3.995, 1.474, 0.899], [-2.726, 2.123, 2.982]],
  "smiles": "O=[N+]([O-])c1ccccc1.O=[N+]([O-])c1ccccc1.O=[N+]([O-])c1ccccc1.O=[N+]([O-])c1ccccc1.O=[N+]([O-])c1ccccc1.O=[N+]([O-])c1ccccc1",
  "de_lowest_ev": 1.6987,
  "e_tot_ha": -2620.6342,
  "orbital_gap_ev": 8.64,
  "spin_multiplicity": 1,
  "e_lumo_ev": -0.978
}

Entry 6:
{
  "formula": "C6H14O",
  "method": "ωB97M-V/def2-TZVPD",
  "elements": ["C", "C", "C", "C", "C", "C", "O", "H", "H", "H", "H", "H", "H", "H", "H", "H", "H", "H", "H", "H", "H"],
  "coordinates": [[1.086, 0.852, 1.450], [-0.327, 0.416, 1.173], [-0.574, -0.906, 2.265], [-0.669, -0.058, -0.223], [0.216, 0.125, -1.389], [-0.287, -0.510, -2.657], [0.402, 1.499, -1.576], [1.214, 1.045, 2.517], [1.356, 1.750, 0.898], [1.801, 0.069, 1.180], [-1.060, 1.148, 1.475], [-0.532, -0.482, 3.272], [0.211, -1.696, 2.204], [-1.544, -1.426, 2.134], [-1.725, 0.018, -0.498], [-0.412, -1.011, 0.287], [1.173, -0.317, -1.104], [-1.238, -0.080, -2.973], [-0.436, -1.575, -2.510], [0.386, -0.401, -3.514], [0.988, 1.515, -2.339]],
  "smiles": "CC(C)C[C@@H](C)O",
  "de_lowest_ev": 1.9498,
  "e_tot_ha": -312.1834,
  "orbital_gap_ev": 10.70,
  "spin_multiplicity": 1,
  "e_lumo_ev": 0.961
}